{
  "formula": "C47H54BCl2F4N2OTl",
  "method": "ωB97M-V with the def2-TZVPD basis set",
  "charge": -2,
  "energy_ha": -3525.64301,
  "molar_mass_da": 1025.05,
  "de_lowest_kcal_mol": 23.1,
  "lumo_ev": [3.924, 4.055],
  "elements": ["Tl", "Cl", "C", "Cl", "H", "H", "C", "C", "C", "C", "C", "C", "C", "C", "C", "C", "C", "C", "N", "C", "C", "N", "C", "C", "C", "C", "C", "C", "C", "C", "C", "C", "C", "C", "C", "C", "C", "C", "C", "C", "C", "C", "C", "C", "H", "H", "H", "H", "H", "H", "H", "H", "H", "H", "H", "H", "H", "H", "H", "H", "H", "H", "H", "H", "H", "H", "H", "H", "H", "H", "H", "H", "H", "H", "H", "H", "H", "H", "H", "H", "H", "H", "H", "H", "C", "C", "C", "C", "C", "C", "C", "O", "C", "C", "C", "H", "H", "H", "H", "H", "H", "H", "H", "H", "H", "H", "H", "F", "B", "F", "F", "F"],
  "xyz": [[-0.542, 1.960, -0.156], [1.569, 1.609, 2.126], [1.455, 2.554, 3.542], [-0.561, 4.389, 1.696], [1.356, 3.603, 3.319], [0.752, 2.135, 4.248], [1.491, -3.615, 1.675], [1.481, -2.083, 1.659], [2.914, -1.554, 1.585], [0.731, -1.528, 2.855], [1.266, -1.672, 4.122], [0.626, -1.164, 5.238], [-0.570, -0.490, 5.079], [-1.149, -0.315, 3.829], [-2.511, 0.343, 3.776], [-2.659, 1.424, 2.709], [-3.589, -0.734, 3.590], [-0.502, -0.847, 2.697], [-0.975, -0.654, 1.424], [-1.368, -1.659, 0.696], [-1.427, -1.619, -0.763], [-0.977, -0.634, -1.457], [-1.067, -0.584, -2.833], [-2.303, -0.342, -3.459], [-2.341, -0.261, -4.841], [-1.200, -0.432, -5.602], [0.013, -0.656, -4.978], [0.102, -0.720, -3.598], [1.412, -1.016, -2.904], [1.730, -2.514, -3.002], [2.563, -0.178, -3.458], [-3.561, -0.148, -2.646], [-4.670, -1.109, -3.085], [-4.007, 1.310, -2.739], [-1.927, -2.925, -1.217], [-2.128, -3.521, -2.445], [-2.614, -4.838, -2.473], [-2.897, -5.556, -1.331], [-2.669, -4.988, -0.059], [-2.871, -5.590, 1.204], [-2.545, -4.897, 2.352], [-2.012, -3.603, 2.339], [-1.824, -2.971, 1.119], [-2.172, -3.685, -0.054], [2.031, -4.000, 0.811], [0.480, -4.013, 1.651], [1.981, -3.977, 2.578], [0.976, -1.750, 0.750], [3.527, -1.954, 2.391], [2.899, -0.470, 1.656], [3.366, -1.843, 0.636], [2.208, -2.189, 4.249], [1.058, -1.285, 6.222], [-1.072, -0.090, 5.952], [-2.671, 0.809, 4.757], [-2.617, 0.983, 1.716], [-1.879, 2.178, 2.788], [-3.622, 1.919, 2.826], [-3.463, -1.213, 2.623], [-4.585, -0.294, 3.630], [-3.517, -1.496, 4.367], [-3.282, -0.069, -5.338], [-1.252, -0.372, -6.681], [0.903, -0.789, -5.578], [1.285, -0.755, -1.848], [1.765, -2.835, -4.045], [0.969, -3.100, -2.490], [2.694, -2.731, -2.540], [2.802, -0.437, -4.487], [3.456, -0.327, -2.852], [2.292, 0.871, -3.409], [-3.340, -0.366, -1.596], [-4.972, -0.921, -4.113], [-5.543, -0.991, -2.446], [-4.330, -2.140, -3.009], [-4.305, 1.557, -3.754], [-3.188, 1.968, -2.464], [-4.844, 1.503, -2.069], [-1.918, -3.008, -3.374], [-2.771, -5.305, -3.438], [-3.280, -6.568, -1.396], [-3.273, -6.594, 1.260], [-2.704, -5.376, 3.312], [-1.745, -3.126, 3.270], [4.348, 6.183, 2.811], [4.138, 5.117, 1.780], [3.181, 5.245, 0.794], [2.877, 4.204, -0.076], [1.825, 4.449, -1.097], [3.560, 2.979, 0.067], [3.094, 1.771, -0.587], [2.001, 1.589, -1.095], [4.633, 2.887, 0.982], [5.456, 1.638, 1.132], [4.899, 3.951, 1.817], [3.862, 7.109, 2.521], [5.408, 6.372, 2.974], [3.912, 5.858, 3.754], [2.600, 6.152, 0.723], [1.941, 5.441, -1.532], [0.849, 4.436, -0.604], [1.802, 3.711, -1.890], [3.800, 0.921, -0.559], [4.871, 0.871, 1.637], [6.341, 1.846, 1.734], [5.776, 1.240, 0.170], [5.687, 3.867, 2.554], [-1.129, 3.370, -2.515], [-1.441, 4.112, -3.666], [-2.645, 4.771, -3.487], [-1.547, 3.246, -4.742], [-0.436, 5.035, -3.906]],
  "forces_ev_per_angstrom": [[-0.6, 0.1, -0.1], [0.3, -0.1, 0.3], [-0.7, 0.0, -0.2], [0.0, 0.1, 0.1], [0.2, 0.3, 0.0], [0.2, -0.2, 0.3], [-0.1, 0.2, -0.1], [0.1, -0.1, 0.0], [-0.2, 0.0, 0.0], [-0.2, 0.0, 0.0], [0.0, -0.1, 0.1], [0.1, 0.0, 0.2], [0.1, 0.0, 0.1], [-0.1, 0.1, 0.1], [-0.2, -0.1, -0.2], [0.0, -0.1, 0.2], [0.1, 0.2, 0.1], [0.3, -0.3, 0.3], [0.1, 1.1, 0.0], [-0.3, -0.5, -0.7], [0.3, -0.1, 0.6], [0.3, 0.6, 0.5], [-0.2, -0.1, -0.6], [0.2, -0.1, 0.1], [0.0, -0.1, 0.0], [0.0, 0.0, -0.2], [0.0, 0.0, -0.1], [0.0, -0.1, 0.2], [0.2, -0.1, -0.1], [-0.1, 0.2, 0.2], [-0.2, 0.0, 0.1], [-0.2, 0.0, 0.0], [0.2, 0.1, 0.2], [0.1, -0.2, 0.2], [-0.2, -0.7, -0.5], [0.3, 0.6, 0.4], [-0.2, -0.7, 0.2], [0.0, -0.1, -0.4], [0.2, 0.6, 0.0], [0.0, -0.1, 0.4], [-0.3, -0.7, -0.2], [0.2, 0.6, -0.4], [-0.3, -0.2, 0.3], [-0.2, -0.6, -0.1], [0.1, -0.1, -0.1], [0.0, -0.1, 0.0], [0.1, -0.1, 0.1], [0.0, 0.0, 0.1], [0.1, 0.0, 0.1], [0.2, 0.0, 0.0], [0.1, 0.0, -0.1], [0.1, -0.1, 0.0], [0.0, 0.0, 0.1], [-0.1, 0.0, 0.0], [0.0, 0.0, -0.1], [0.0, 0.0, 0.0], [0.1, 0.1, -0.1], [-0.1, 0.1, 0.0], [0.0, -0.1, -0.1], [-0.1, 0.1, 0.0], [0.0, -0.1, 0.0], [-0.1, 0.1, 0.0], [0.0, 0.0, 0.0], [0.1, 0.0, -0.1], [0.0, 0.0, -0.2], [0.0, 0.0, -0.1], [-0.1, -0.1, 0.0], [0.1, -0.1, 0.0], [0.0, -0.1, -0.2], [0.1, 0.0, 0.0], [0.1, 0.1, -0.1], [0.0, 0.1, -0.2], [-0.1, 0.0, -0.2], [-0.1, 0.0, 0.1], [-0.1, -0.1, 0.0], [0.0, 0.1, -0.2], [0.1, 0.2, 0.0], [-0.1, 0.0, 0.1], [0.0, 0.1, 0.0], [0.0, 0.0, 0.0], [0.0, 0.0, -0.1], [0.0, -0.1, 0.1], [0.0, 0.0, 0.0], [0.0, 0.1, 0.1], [0.0, 0.0, -0.1], [0.1, -0.1, -0.2], [0.0, 0.0, 0.1], [0.2, -0.3, 0.1], [-0.3, -0.1, -0.2], [0.1, 0.9, 0.3], [-0.1, -0.6, -0.4], [0.6, 0.1, 0.2], [-0.1, 0.0, -0.1], [0.0, 0.0, 0.0], [-0.1, 0.0, 0.1], [0.0, 0.1, 0.0], [0.1, 0.0, 0.0], [0.0, 0.0, 0.1], [-0.1, 0.1, 0.0], [0.0, 0.1, 0.0], [-0.1, 0.1, 0.0], [0.0, 0.1, -0.1], [0.0, 0.0, -0.1], [0.0, -0.2, 0.0], [0.0, 0.0, 0.0], [0.1, 0.0, 0.0], [0.1, -0.1, 0.1], [0.2, -0.4, 0.6], [0.0, 0.0, -0.2], [-0.8, 0.4, 0.2], [-0.1, -0.6, -0.7], [0.7, 0.6, -0.1]],
  "lowdin_charge": [0.7878, 0.6475, -0.4108, -0.3469, -0.0718, -0.0090, -0.0457, -0.3545, -0.0779, -0.1653, -0.0609, -0.1073, -0.0707, -0.1587, -0.3617, -0.0915, -0.0614, -0.2338, 0.0880, -0.2240, -0.1962, 0.0835, -0.1929, -0.1475, -0.0441, -0.0870, -0.0467, -0.1357, -0.3669, -0.0543, -0.0742, -0.3593, -0.0616, -0.0372, -0.0617, -0.0166, -0.0837, -0.0428, -0.1803, -0.0544, -0.0901, -0.0322, -0.0985, -0.0834, 0.0743, 0.0620, 0.0717, 0.1208, 0.0705, 0.0053, 0.0755, 0.1015, 0.0845, 0.1023, 0.1228, 0.0326, 0.0159, 0.0791, 0.0670, 0.0711, 0.0733, 0.1068, 0.0909, 0.1009, 0.1096, 0.0736, 0.0678, 0.0666, 0.0664, 0.0677, 0.0763, 0.1239, 0.0655, 0.0728, 0.0589, 0.0833, 0.0680, 0.0774, 0.1100, 0.0940, 0.0976, 0.0927, 0.0934, 0.1049, -0.0500, -0.2628, -0.0021, -0.1829, -0.0507, -0.1447, -0.2398, -0.1163, -0.2281, -0.0489, -0.0259, 0.0729, 0.0715, 0.0824, 0.1233, 0.0959, 0.0082, 0.0784, 0.1176, 0.0707, 0.0735, 0.0780, 0.1094, -0.0035, -1.3589, 0.1097, 0.1110, 0.1051]
}